# 1
ORCA calculation (ωB97M-V/def2-TZVPD) on a cluster of 2 separate species, C8H7FN4O in total.

```
21
Properties=species:S:1:pos:R:3:forces:R:3
C -2.907444 0.184437 -0.072404 0.5413 2.7938 -0.8332
C -1.895636 1.082560 -0.539590 1.4152 0.0228 -1.5767
C -2.682331 -1.128343 0.110400 1.0548 0.3876 -0.5930
C -0.598218 0.575404 -0.793548 -0.9445 -0.0351 0.8017
C 0.423208 -2.762481 0.066211 -0.4454 -0.6004 -0.0876
C -1.383312 -1.606810 -0.037154 -0.3391 2.1820 0.8204
C -0.352760 -0.727881 -0.350640 0.1864 0.8808 -1.5747
C 2.991014 -0.549559 0.537740 1.5187 2.9138 3.3317
N -0.871944 -2.790236 0.235450 0.8071 -3.6853 0.8958
N 0.746658 -1.570891 -0.502909 3.2007 0.9687 -0.0992
N 3.242265 0.794460 0.693275 -0.5234 -0.3407 -0.9909
N 2.711052 -0.988626 -0.738929 -4.0339 -1.8408 -1.6699
O 3.193533 -1.284247 1.473366 -0.4102 -1.2795 -0.6598
F 2.576468 0.090648 -1.601505 -0.0799 -0.5026 0.4998
H -3.910550 0.572040 0.010318 -0.1586 0.0032 -0.0093
H -2.078692 2.089834 -1.027593 -0.2593 -1.2557 1.2204
H -3.556951 -1.670208 0.101807 -1.4144 -1.9607 0.7077
H 0.199923 1.073295 -1.322463 -0.1896 0.5509 0.0830
H 1.060525 -3.616919 0.312193 0.0473 0.7312 -0.4336
H 2.915178 1.442591 -0.014821 0.4991 0.0294 0.5433
H 3.739534 1.061503 1.535865 -0.4725 0.0367 -0.3760
```
Forces are in eV/Å.

The value obtained for the relative energy (zero: lowest compared OMol25 entry of this formula, charge and spin) is 1.121 eV. The HOMO-LUMO gap (alpha / beta) comes out at 6.14 / 6.10 eV. The calculation puts the strongest force on any atom at 4.74 eV/Å. Its net charge is 0.

Here are the Mulliken charges for atoms 1 to 2, given in e: -0.319, -0.544


# 2
ORCA calculation (ωB97M-V/def2-TZVPD) on the molecule C8H7IO3.

```
19
Properties=species:S:1:pos:R:3:forces:R:3
C -1.299559 0.892163 1.205356 0.4703 0.0251 -1.0759
C -0.083018 0.556700 1.718999 -3.3678 1.2048 -0.0295
C 1.396745 -0.923623 -1.279905 0.4163 0.1191 -0.8370
C 1.837180 1.234854 -0.514006 -1.6211 -0.2294 3.4944
C -1.737420 0.482836 -0.196649 -0.7447 0.8501 -1.0749
C -1.116966 -0.841306 -0.674795 -1.1803 -0.4501 -0.6243
C 0.360128 -1.016014 -0.153764 -0.6566 -1.9737 -1.7359
C 0.798034 -0.170510 0.926115 3.5089 2.1137 -1.3597
O 1.795120 -1.703107 -2.071101 -0.7499 -0.6781 0.3922
O 2.160776 2.357289 -0.307757 -0.2557 -1.4766 -0.7943
O 2.006503 0.355029 -1.442516 0.3174 0.6813 -0.7007
I 2.620747 -0.900526 1.787085 -0.2940 -0.0144 0.2651
H -1.922083 1.643043 1.674525 -0.0297 -0.2758 0.3873
H 0.110477 0.945051 2.688787 0.7303 0.0957 0.5678
H -2.873353 0.496926 -0.327140 1.3813 -0.4389 0.5902
H -1.497258 1.232984 -1.006166 0.3610 -0.0589 1.1204
H -1.852766 -1.640194 -0.365604 1.4560 0.3472 0.2498
H -1.182680 -0.942573 -1.802463 0.4124 0.3801 1.2049
H 0.479393 -2.059021 0.140999 -0.1542 -0.2213 -0.0398
```
Forces are in eV/Å.

The value obtained for the relative energy (zero: lowest compared OMol25 entry of this formula, charge and spin) is 0.000 eV. The HOMO-LUMO gap (alpha / beta) comes out at 7.90 / 7.90 eV. The calculation puts the strongest force on any atom at 4.32 eV/Å. Its net charge is 0.

Here are the Mulliken charges for atoms 1 to 2, given in e: -0.501, -0.487


# 3
ORCA calculation (ωB97M-V/def2-TZVPD) on the ion C8H7N2O with charge +1.

```
18
Properties=species:S:1:pos:R:3:forces:R:3
C -0.731184 1.296489 0.039280 -0.8899 -2.3497 0.5644
C 2.332454 -1.588102 -1.036481 -1.0938 2.3679 -2.0870
C 0.469951 1.361920 -0.563471 -2.6747 2.9755 -0.3321
C 0.959979 0.078385 -0.577538 1.2889 -4.2452 -0.8620
C 0.492207 -1.135989 -0.157911 -3.5710 0.0786 2.3763
C -1.530237 -0.835414 0.750349 4.4065 -0.3895 -0.6537
C 1.073066 2.541905 -1.238238 2.3856 -3.1188 -0.1029
C -2.286822 -1.828660 1.455919 -0.1408 -2.1010 -3.4317
N 2.081963 -0.310032 -1.298783 2.3127 -1.4169 0.6511
N -1.395981 0.364001 0.534765 0.5258 2.4011 -0.5405
O 1.297875 -2.184390 -0.365902 -0.2525 1.1512 0.1668
H 3.065155 -2.176770 -1.590508 -0.1755 -0.0445 0.7331
H 0.361471 3.222942 -1.628373 -0.3630 0.6871 -0.1917
H 1.778923 2.034353 -2.000523 -1.1031 1.4327 0.8381
H 1.708732 2.858873 -0.419098 0.3847 1.2059 -0.2540
H -2.572963 -1.580234 2.414128 -0.2387 0.6252 2.2414
H -1.761241 -2.833967 1.345542 -0.8807 1.3642 0.3882
H -3.206455 -1.832149 0.828523 0.0794 -0.6240 0.4961
```
Forces are in eV/Å.

The value obtained for the relative energy (zero: lowest compared OMol25 entry of this formula, charge and spin) is 5.724 eV. The HOMO-LUMO gap (alpha / beta) comes out at 6.92 / 7.11 eV. The calculation puts the strongest force on any atom at 4.52 eV/Å. Its net charge is +1.

Here are the Mulliken charges for atoms 1 to 2, given in e: -0.079, -0.157


# 4
ORCA calculation (ωB97M-V/def2-TZVPD) on a cluster of 2 separate species, C8H7N2O2 in total.

```
19
Properties=species:S:1:pos:R:3:forces:R:3
C 0.054773 2.575589 -0.717961 0.7614 0.9056 -0.9138
C 1.133457 2.359667 0.161139 -2.7509 -2.6864 0.1413
C -0.677236 1.531542 -1.216797 0.6229 -3.0860 1.0214
C 1.133255 1.120036 0.827646 -3.1837 -0.0745 -3.6744
C -0.478274 0.240048 -0.748927 0.2851 0.1737 2.2958
C -1.265932 -0.936894 -1.347932 -0.2451 -1.1475 1.1547
C 0.295613 -1.226737 1.026579 2.7444 -1.3303 -0.5369
C -0.283057 -2.395727 0.291877 2.7151 -1.3125 0.2959
N 0.290979 0.088854 0.435790 -0.0743 1.3325 -2.0473
N -0.836384 -1.893317 1.475594 -0.0449 1.1545 1.3709
O -2.150190 -0.860633 -2.134594 0.6487 1.0687 -0.1097
O -0.958036 -2.194233 -0.880482 -0.3021 0.1819 -0.6529
H -0.235001 3.489219 -1.235941 0.7772 0.4447 0.7037
H 1.836809 3.037091 0.489427 1.1293 1.7341 0.3958
H -1.400182 1.488785 -1.973386 -0.9176 1.0521 -1.2012
H 1.698719 0.887646 1.622197 2.1733 -0.7115 2.6929
H 2.472491 -1.630601 1.202245 -3.0566 0.5504 0.1289
H 0.347625 -3.366591 0.321431 -1.4085 1.6977 -0.3923
H -0.979430 -2.313744 2.402096 0.1261 0.0527 -0.6728
```
Forces are in eV/Å.

The value obtained for the relative energy (zero: lowest compared OMol25 entry of this formula, charge and spin) is 4.815 eV. The HOMO-LUMO gap (alpha / beta) comes out at 7.92 / 7.91 eV. The calculation puts the strongest force on any atom at 4.86 eV/Å. Its net charge is +1.

Here are the Mulliken charges for atoms 1 to 2, given in e: -0.300, -0.759


# 5
ORCA calculation (ωB97M-V/def2-TZVPD) on a cluster of 2 separate species, C8H7N2O2S in total.

```
20
Properties=species:S:1:pos:R:3:forces:R:3
C -2.529722 1.582421 0.287627 -2.5311 0.1200 1.3283
C -2.642692 1.124848 1.646038 1.5229 1.7263 0.6102
C -1.638740 1.090431 -0.571990 1.6882 -0.8010 0.3562
C -1.643798 0.287347 2.137554 -0.7081 0.3444 -0.5455
C -0.605487 0.229786 -0.128200 -1.3259 -0.4618 -0.6554
C -0.708900 -0.166247 1.186855 -0.1951 0.9619 1.3686
C 1.046084 -0.518641 -2.116354 -0.2153 -0.8790 3.0860
C 0.463820 -0.565619 -0.639371 1.9053 -0.5074 -0.1349
N 0.345207 -0.953852 1.427984 -1.5774 -0.4576 2.9866
N 0.996236 -1.281154 0.359097 1.4175 0.2622 -2.3278
O 0.171601 -0.042969 -2.793172 -1.6075 1.3220 -2.8180
O 2.181485 -0.941378 -2.357457 0.3579 -0.0870 -0.2676
S 4.821099 -1.485332 -0.970681 2.1757 -0.3891 0.1733
H -3.315401 2.258722 -0.110839 0.6175 -0.3817 0.4560
H -3.194746 1.830875 2.310042 -0.0904 -1.3101 -0.2774
H -1.707076 1.419970 -1.538963 0.2654 0.5169 -2.4234
H -1.513734 -0.034597 3.175328 -0.3707 0.2809 -0.2321
H 0.467150 -1.301790 2.372967 0.6568 -0.5464 -0.6952
H 5.343937 -1.363064 -2.217687 0.0450 -0.0902 0.4941
H 3.663675 -1.169757 -1.458776 -2.0308 0.3767 -0.4819
```
Forces are in eV/Å.

The value obtained for the relative energy (zero: lowest compared OMol25 entry of this formula, charge and spin) is 0.964 eV. The HOMO-LUMO gap comes out at 8.12 eV. The calculation puts the strongest force on any atom at 3.50 eV/Å. Its net charge is -1.

Here are the Mulliken charges for atoms 1 to 2, given in e: -0.259, -0.599


Copy entry 3 word for word.
ORCA calculation (ωB97M-V/def2-TZVPD) on the ion C8H7N2O with charge +1.

```
18
Properties=species:S:1:pos:R:3:forces:R:3
C -0.731184 1.296489 0.039280 -0.8899 -2.3497 0.5644
C 2.332454 -1.588102 -1.036481 -1.0938 2.3679 -2.0870
C 0.469951 1.361920 -0.563471 -2.6747 2.9755 -0.3321
C 0.959979 0.078385 -0.577538 1.2889 -4.2452 -0.8620
C 0.492207 -1.135989 -0.157911 -3.5710 0.0786 2.3763
C -1.530237 -0.835414 0.750349 4.4065 -0.3895 -0.6537
C 1.073066 2.541905 -1.238238 2.3856 -3.1188 -0.1029
C -2.286822 -1.828660 1.455919 -0.1408 -2.1010 -3.4317
N 2.081963 -0.310032 -1.298783 2.3127 -1.4169 0.6511
N -1.395981 0.364001 0.534765 0.5258 2.4011 -0.5405
O 1.297875 -2.184390 -0.365902 -0.2525 1.1512 0.1668
H 3.065155 -2.176770 -1.590508 -0.1755 -0.0445 0.7331
H 0.361471 3.222942 -1.628373 -0.3630 0.6871 -0.1917
H 1.778923 2.034353 -2.000523 -1.1031 1.4327 0.8381
H 1.708732 2.858873 -0.419098 0.3847 1.2059 -0.2540
H -2.572963 -1.580234 2.414128 -0.2387 0.6252 2.2414
H -1.761241 -2.833967 1.345542 -0.8807 1.3642 0.3882
H -3.206455 -1.832149 0.828523 0.0794 -0.6240 0.4961
```
Forces are in eV/Å.

The value obtained for the relative energy (zero: lowest compared OMol25 entry of this formula, charge and spin) is 5.724 eV. The HOMO-LUMO gap (alpha / beta) comes out at 6.92 / 7.11 eV. The calculation puts the strongest force on any atom at 4.52 eV/Å. Its net charge is +1.

Here are the Mulliken charges for atoms 1 to 2, given in e: -0.079, -0.157


Please write out number 5 again, unchanged.
ORCA calculation (ωB97M-V/def2-TZVPD) on a cluster of 2 separate species, C8H7N2O2S in total.

```
20
Properties=species:S:1:pos:R:3:forces:R:3
C -2.529722 1.582421 0.287627 -2.5311 0.1200 1.3283
C -2.642692 1.124848 1.646038 1.5229 1.7263 0.6102
C -1.638740 1.090431 -0.571990 1.6882 -0.8010 0.3562
C -1.643798 0.287347 2.137554 -0.7081 0.3444 -0.5455
C -0.605487 0.229786 -0.128200 -1.3259 -0.4618 -0.6554
C -0.708900 -0.166247 1.186855 -0.1951 0.9619 1.3686
C 1.046084 -0.518641 -2.116354 -0.2153 -0.8790 3.0860
C 0.463820 -0.565619 -0.639371 1.9053 -0.5074 -0.1349
N 0.345207 -0.953852 1.427984 -1.5774 -0.4576 2.9866
N 0.996236 -1.281154 0.359097 1.4175 0.2622 -2.3278
O 0.171601 -0.042969 -2.793172 -1.6075 1.3220 -2.8180
O 2.181485 -0.941378 -2.357457 0.3579 -0.0870 -0.2676
S 4.821099 -1.485332 -0.970681 2.1757 -0.3891 0.1733
H -3.315401 2.258722 -0.110839 0.6175 -0.3817 0.4560
H -3.194746 1.830875 2.310042 -0.0904 -1.3101 -0.2774
H -1.707076 1.419970 -1.538963 0.2654 0.5169 -2.4234
H -1.513734 -0.034597 3.175328 -0.3707 0.2809 -0.2321
H 0.467150 -1.301790 2.372967 0.6568 -0.5464 -0.6952
H 5.343937 -1.363064 -2.217687 0.0450 -0.0902 0.4941
H 3.663675 -1.169757 -1.458776 -2.0308 0.3767 -0.4819
```
Forces are in eV/Å.

The value obtained for the relative energy (zero: lowest compared OMol25 entry of this formula, charge and spin) is 0.964 eV. The HOMO-LUMO gap comes out at 8.12 eV. The calculation puts the strongest force on any atom at 3.50 eV/Å. Its net charge is -1.

Here are the Mulliken charges for atoms 1 to 2, given in e: -0.259, -0.599


> What is the relative energy (zero: lowest compared OMol25 entry of this formula, charge and spin) in the fourth record?

4.815 eV